# 1
C23H28N2O2 | the ωB97M-V functional and the def2-TZVPD basis

Atoms and positions in Å:
C -6.652 -2.707 -0.350
H -5.992 -3.061 -1.139
H -7.247 -3.544 0.007
H -7.320 -1.960 -0.772
C -5.835 -2.105 0.795
C -5.014 -0.950 0.299
C -3.736 -1.153 -0.207
C -2.998 -0.098 -0.709
C -3.522 1.189 -0.716
C -4.796 1.397 -0.208
C -5.535 0.338 0.288
H -6.528 0.513 0.677
H -5.218 2.393 -0.206
C -2.682 2.331 -1.226
N -1.571 2.591 -0.328
C -0.311 2.189 -0.600
O 0.016 1.697 -1.658
C 0.662 2.384 0.561
H 0.357 3.238 1.170
C 2.106 2.542 0.089
C 2.935 1.715 1.055
O 4.136 1.742 1.190
N 2.083 0.946 1.775
C 2.533 -0.141 2.604
H 3.560 0.098 2.892
C 2.516 -1.487 1.856
C 3.377 -1.392 0.628
C 2.838 -1.027 -0.598
C 3.650 -0.853 -1.704
C 5.021 -1.041 -1.615
C 5.558 -1.418 -0.390
C 4.749 -1.588 0.716
H 5.187 -1.870 1.663
H 6.624 -1.570 -0.301
C 5.912 -0.823 -2.800
H 6.680 -1.592 -2.854
H 5.340 -0.829 -3.725
H 6.411 0.143 -2.714
H 3.208 -0.558 -2.645
H 1.773 -0.873 -0.700
H 1.489 -1.743 1.584
H 2.894 -2.257 2.530
H 1.905 -0.194 3.499
C 0.696 1.101 1.418
H 0.336 0.240 0.839
H 0.078 1.186 2.320
H 2.221 2.109 -0.908
H 2.445 3.576 0.056
H -1.802 2.908 0.600
H -2.239 2.080 -2.193
H -3.282 3.241 -1.326
H -2.008 -0.265 -1.106
H -3.317 -2.149 -0.210
H -5.181 -2.873 1.213
H -6.513 -1.768 1.582

Output
Spin multiplicity: 1
ΔE to the lowest compared entry with this formula, charge and spin in eV: 0.159
Calculated total energy in a.u.: -1153.2895
Molecular weight in g mol⁻¹: 364.5

---

# 2
C23H28N4O2 | the ωB97M-V functional and the def2-TZVPD basis

Atoms and positions in Å:
C -6.007 -4.101 1.249
C -5.253 -3.556 0.042
C -4.435 -2.318 0.401
H -5.102 -1.545 0.788
H -3.721 -2.566 1.189
C -3.664 -1.778 -0.809
C -2.873 -0.559 -0.432
N -1.621 -0.812 -0.106
C -0.785 0.149 0.291
N 0.445 -0.291 0.671
C 1.582 0.530 0.998
H 1.276 1.527 1.300
C 2.543 0.609 -0.202
N 2.948 -0.726 -0.573
C 4.169 -1.298 -0.409
O 4.326 -2.505 -0.523
C 5.347 -0.459 -0.125
C 6.572 -0.927 0.285
C 7.421 0.196 0.372
C 6.663 1.264 0.000
O 5.414 0.884 -0.299
H 6.888 2.309 -0.089
H 8.451 0.207 0.664
H 6.810 -1.949 0.493
C 1.819 -1.588 -0.866
H 2.206 -2.583 -1.088
C 0.860 -1.637 0.328
H -0.026 -2.221 0.084
H 1.370 -2.075 1.191
H 1.292 -1.192 -1.740
H 3.399 1.225 0.053
H 2.021 1.069 -1.050
H 2.105 0.057 1.838
C -1.240 1.491 0.340
C -0.442 2.605 0.648
N 0.145 3.574 0.855
C -2.583 1.764 0.010
C -3.421 0.731 -0.391
C -4.857 0.984 -0.761
C -5.129 2.452 -1.066
C -4.573 3.310 0.060
C -3.054 3.190 0.077
H -2.649 3.667 0.973
H -2.636 3.727 -0.781
H -4.855 4.356 -0.073
H -4.982 2.968 1.013
H -6.204 2.610 -1.178
H -4.648 2.731 -2.007
H -5.128 0.375 -1.627
H -5.497 0.668 0.069
H -2.964 -2.542 -1.150
H -4.361 -1.558 -1.618
H -5.966 -3.303 -0.746
H -4.587 -4.328 -0.349
H -6.690 -3.351 1.644
H -5.312 -4.379 2.039
H -6.585 -4.980 0.975

Output
Spin multiplicity: 1
ΔE to the lowest compared entry with this formula, charge and spin in eV: 2.035
Calculated total energy in a.u.: -1262.7520
Molecular weight in g mol⁻¹: 392.5

---

# 3
C23H28N4O5S | the ωB97M-V functional and the def2-TZVPD basis

Atoms and positions in Å:
C -5.522 -1.598 -0.992
H -4.628 -2.050 -1.431
O -5.209 -0.883 0.182
C -4.373 0.187 0.084
C -4.118 0.872 1.273
C -3.301 1.981 1.278
C -2.719 2.439 0.102
C -2.955 1.741 -1.072
C -3.776 0.628 -1.091
H -3.940 0.113 -2.024
H -2.490 2.073 -1.988
C -1.784 3.621 0.107
N -0.423 3.177 0.344
C 0.424 2.887 -0.660
O 0.256 3.203 -1.818
C 1.675 2.144 -0.187
N 1.343 1.180 0.837
C 0.357 0.209 0.550
C 0.050 -0.202 -0.744
C -0.912 -1.166 -0.955
C -1.587 -1.750 0.116
C -1.300 -1.320 1.406
C -0.344 -0.344 1.615
H -0.112 -0.022 2.616
H -1.819 -1.728 2.258
O -2.492 -2.718 -0.202
C -3.158 -3.380 0.850
H -3.808 -2.696 1.402
H -2.450 -3.853 1.536
H -3.766 -4.149 0.374
H -1.150 -1.493 -1.955
H 0.553 0.229 -1.595
S 2.699 0.627 1.682
O 3.482 1.794 1.975
O 2.254 -0.173 2.781
C 3.544 -0.377 0.510
C 4.565 0.019 -0.341
N 4.853 -1.061 -1.095
N 4.088 -2.111 -0.783
C 3.281 -1.726 0.187
C 2.279 -2.631 0.803
H 2.669 -3.645 0.826
H 2.052 -2.288 1.809
H 1.360 -2.630 0.218
C 5.848 -1.172 -2.121
H 5.778 -2.175 -2.535
H 5.673 -0.437 -2.908
H 6.847 -1.019 -1.708
C 5.280 1.310 -0.470
H 5.052 1.788 -1.423
H 4.976 1.964 0.342
H 6.357 1.155 -0.420
H 2.169 1.698 -1.061
H 2.367 2.853 0.274
H -0.225 2.767 1.245
H -2.059 4.335 0.887
H -1.788 4.119 -0.865
H -3.119 2.504 2.206
H -4.581 0.517 2.181
H -6.211 -2.382 -0.683
H -6.012 -0.956 -1.730

Output
Spin multiplicity: 1
ΔE to the lowest compared entry with this formula, charge and spin in eV: 2.727
Calculated total energy in a.u.: -1886.6494
Molecular weight in g mol⁻¹: 472.6

---

# 4
C23H28N4O7 | the ωB97M-V functional and the def2-TZVPD basis

Atoms and positions in Å:
C -3.225 0.843 2.968
H -3.911 1.672 3.154
H -2.387 0.894 3.666
H -3.734 -0.113 3.070
O -2.732 0.904 1.638
C -2.743 2.083 1.018
O -3.149 3.107 1.521
C -2.229 1.988 -0.373
C -1.682 0.805 -0.855
C -1.230 0.740 -2.167
C -1.374 1.842 -3.004
C -1.895 3.025 -2.510
C -2.313 3.107 -1.195
H -2.723 4.020 -0.792
H -1.984 3.881 -3.160
H -1.093 1.769 -4.044
N -0.709 -0.483 -2.656
C 0.487 -0.659 -3.269
O 0.817 -1.763 -3.685
C 1.465 0.494 -3.335
H 2.157 0.266 -4.147
C 2.233 0.569 -2.005
C 1.505 1.466 -1.017
O 1.203 2.608 -1.286
N 1.258 0.873 0.183
C 0.697 1.496 1.275
N 0.509 0.831 2.392
O -0.042 1.704 3.278
C -0.188 2.907 2.694
C 0.269 2.843 1.410
H 0.301 3.607 0.666
C -0.817 4.000 3.471
H -1.839 4.141 3.118
H -0.273 4.929 3.322
H -0.834 3.743 4.526
H 1.480 -0.110 0.309
H 2.397 -0.426 -1.591
H 3.204 1.035 -2.190
H 0.998 1.459 -3.519
C -1.534 -1.667 -2.432
H -1.456 -2.308 -3.316
C -1.081 -2.455 -1.192
O -1.710 -2.456 -0.154
N 0.057 -3.139 -1.391
H 0.536 -3.029 -2.279
C 0.721 -3.863 -0.337
H 0.825 -4.915 -0.623
H 0.084 -3.785 0.547
C 2.118 -3.289 -0.039
C 2.833 -4.089 1.053
H 3.913 -3.982 0.946
C 2.354 -3.386 2.322
H 1.371 -3.755 2.614
C 2.267 -1.932 1.863
H 3.217 -1.410 2.035
O 2.032 -1.957 0.452
H 1.464 -1.368 2.344
H 3.038 -3.509 3.158
H 2.577 -5.145 1.025
H 2.687 -3.254 -0.977
H -2.568 -1.350 -2.290
H -1.619 -0.054 -0.207

Output
Spin multiplicity: 1
ΔE to the lowest compared entry with this formula, charge and spin in eV: 2.018
Calculated total energy in a.u.: -1639.0024
Molecular weight in g mol⁻¹: 472.5

---

# 5
C23H28N5 | the ωB97M-V functional and the def2-TZVPD basis

Atoms and positions in Å:
C 2.344 -2.853 2.623
C 1.913 -1.454 2.550
N 2.815 -0.448 2.490
C 4.255 -0.642 2.451
C 2.171 0.788 2.424
C 0.776 0.545 2.391
C -0.065 1.625 2.141
C 0.483 2.918 2.093
C 1.872 3.128 2.154
C 2.747 2.042 2.291
C 0.600 -0.912 2.483
C -0.571 -1.662 2.357
C -1.903 -1.143 2.504
C -2.227 -0.136 3.450
C -3.474 0.477 3.438
C -4.441 0.088 2.500
C -5.752 0.807 2.432
C -4.173 -0.984 1.636
C -2.944 -1.622 1.667
H 1.471 -3.498 2.739
H 2.877 -3.171 1.711
H 3.007 -3.024 3.484
H 4.749 0.327 2.371
H 4.608 -1.144 3.361
H 4.537 -1.254 1.582
H -1.130 1.457 1.993
H -0.182 3.779 1.998
H 2.275 4.137 2.079
H 3.830 2.156 2.297
H -0.469 -2.728 2.114
H -1.475 0.163 4.184
H -3.701 1.279 4.145
H -6.401 0.363 1.671
H -6.281 0.775 3.392
H -5.612 1.866 2.182
H -4.946 -1.309 0.935
H -2.739 -2.475 1.017
N 0.689 -6.548 1.705
N 0.446 -5.650 1.031
N 0.064 -4.608 0.476
C 0.672 -4.426 -0.839
C 0.003 -3.216 -1.485
C 0.611 -2.932 -2.878
C 0.584 -1.400 -2.993
C 0.555 -0.878 -1.541
N 0.178 -2.016 -0.763
H 1.765 -4.231 -0.779
H 0.521 -5.292 -1.517
H -1.077 -3.463 -1.594
H 1.647 -3.299 -2.866
H 0.052 -3.457 -3.658
H 1.441 -1.021 -3.547
H -0.338 -1.106 -3.503
H 1.560 -0.534 -1.236
H -0.119 -0.016 -1.408
H -0.165 -1.911 0.184

Output
Spin multiplicity: 1
ΔE to the lowest compared entry with this formula, charge and spin in eV: 0.000
Calculated total energy in a.u.: -1166.7188
Charge: +1
Molecular weight in g mol⁻¹: 374.5

---

# 6
C23H28N6O5 | the ωB97M-V functional and the def2-TZVPD basis

Atoms and positions in Å:
C -0.541 -2.679 -4.694
C -0.828 -1.811 -3.514
N -1.059 -2.453 -2.393
C -1.328 -1.753 -1.309
N -1.555 -2.143 -0.067
C -1.784 -1.002 0.600
N -1.714 0.098 -0.138
N -1.425 -0.359 -1.355
C -1.204 0.337 -2.487
C -0.859 -0.389 -3.608
C -0.441 0.322 -4.869
H -0.534 -0.357 -5.714
H -1.086 1.183 -5.051
C 1.031 0.802 -4.786
C 1.837 -0.280 -4.084
O 2.317 -1.220 -4.676
N 1.880 -0.111 -2.731
C 2.032 -1.095 -1.742
C 2.433 -2.391 -2.036
C 2.469 -3.374 -1.052
C 2.099 -3.016 0.220
C 1.719 -1.708 0.520
C 1.678 -0.727 -0.435
H 1.367 0.276 -0.189
O 1.414 -1.616 1.853
C 1.535 -2.931 2.363
O 2.042 -3.776 1.357
H 0.543 -3.291 2.684
H 2.221 -2.925 3.223
H 2.767 -4.382 -1.283
H 2.702 -2.640 -3.047
H 1.517 0.761 -2.371
H 1.102 1.748 -4.249
H 1.418 0.944 -5.795
C -1.372 1.819 -2.411
H -2.179 2.137 -3.070
H -0.469 2.348 -2.710
H -1.625 2.090 -1.389
C -2.069 -0.975 2.062
N -1.089 -0.199 2.783
C -1.402 0.987 3.359
O -2.527 1.406 3.486
O -0.272 1.579 3.791
C -0.336 2.815 4.540
C -0.944 3.926 3.682
H -0.377 4.037 2.760
H -0.921 4.865 4.227
H -1.973 3.683 3.435
C 1.125 3.129 4.866
H 1.556 2.322 5.453
H 1.698 3.230 3.948
H 1.190 4.054 5.430
C -1.138 2.618 5.826
H -1.102 3.525 6.424
H -2.174 2.390 5.590
H -0.721 1.796 6.404
H -0.113 -0.418 2.639
H -3.037 -0.499 2.246
H -2.087 -2.007 2.426
H -1.256 -2.494 -5.494
H -0.615 -3.715 -4.379
H 0.463 -2.493 -5.071

Output
Spin multiplicity: 1
ΔE to the lowest compared entry with this formula, charge and spin in eV: 0.057
Calculated total energy in a.u.: -1598.0522
Molecular weight in g mol⁻¹: 468.5

---

# 7
C23H28NO2Sn | the ωB97M-V functional and the def2-TZVPD basis

Atoms and positions in Å:
C -3.607 -1.224 -1.326
C -3.255 0.147 -1.101
C -1.971 0.363 -1.634
H -3.899 0.907 -0.656
C -1.520 -0.805 -2.268
C -2.518 -1.820 -2.118
H -0.584 -0.889 -2.829
C -1.415 -2.050 2.821
C -2.068 -0.763 2.706
C -1.077 0.201 2.448
H -3.142 -0.593 2.793
C 0.199 -0.431 2.472
C -0.007 -1.809 2.704
H -1.464 1.330 -1.657
H -2.602 -2.751 -2.686
H -4.559 -1.687 -1.083
H 0.787 -2.549 2.863
H -1.242 1.278 2.334
H -1.882 -2.995 3.113
Sn -2.107 -2.274 0.276
C 1.555 0.254 2.451
C 2.204 -0.011 3.824
C 1.395 1.764 2.252
H 1.554 0.388 4.619
H 3.185 0.484 3.870
H 2.333 -1.093 3.982
H 0.798 2.191 3.067
H 0.896 1.990 1.302
H 2.379 2.242 2.257
C 2.485 -0.341 1.353
C 2.183 0.120 -0.074
H 2.408 -1.442 1.369
H 3.534 -0.093 1.611
O 1.163 -0.240 -0.682
N 3.080 0.909 -0.718
C 2.945 0.995 -2.167
H 4.007 1.060 -0.309
C 1.842 1.946 -2.546
C 1.012 1.675 -3.644
H 1.181 0.744 -4.197
C -0.005 2.568 -3.992
H -0.654 2.337 -4.844
C -0.191 3.748 -3.257
H -0.984 4.447 -3.535
C 0.625 4.012 -2.144
H 0.469 4.910 -1.541
C 1.646 3.114 -1.801
H 2.298 3.309 -0.940
H 2.755 0.008 -2.620
H 3.892 1.354 -2.572
C -2.843 -5.014 0.511
O -1.765 -4.253 -0.105
H -3.465 -4.383 1.201
H -2.471 -5.862 1.120
H -3.513 -5.425 -0.272

Output
Spin multiplicity: 1
Calculated total energy in a.u.: -1312.3941
Charge: +1
Molecular weight in g mol⁻¹: 469.2

---

# 8
C23H28O4 | the ωB97M-V functional and the def2-TZVPD basis

Atoms and positions in Å:
C -5.693 -0.138 -1.179
C -5.133 0.386 0.117
O -5.758 0.320 1.157
C -3.765 0.951 0.078
C -3.018 1.079 -1.090
C -1.730 1.578 -1.059
C -1.151 1.957 0.150
C -1.900 1.843 1.326
C -3.182 1.354 1.284
H -3.768 1.265 2.188
H -1.443 2.147 2.255
O 0.103 2.443 0.296
C 0.985 2.428 -0.808
C 2.411 2.581 -0.283
H 3.087 2.509 -1.135
H 2.532 3.566 0.167
C 2.703 1.488 0.748
C 4.178 1.129 0.922
H 4.727 2.008 1.268
C 4.874 0.599 -0.335
H 5.880 0.278 -0.056
H 4.987 1.409 -1.060
C 4.164 -0.561 -1.036
H 3.175 -0.240 -1.365
H 4.739 -0.826 -1.926
C 4.033 -1.828 -0.182
H 3.845 -2.697 -0.826
O 3.045 -1.755 0.828
C 1.732 -1.811 0.505
C 0.844 -1.636 1.575
C -0.516 -1.706 1.387
C -1.044 -1.940 0.115
C -0.157 -2.080 -0.951
C 1.210 -2.027 -0.770
H 1.857 -2.165 -1.622
H -0.567 -2.252 -1.935
C -2.490 -2.082 -0.153
O -2.938 -2.002 -1.279
C -3.373 -2.375 1.032
H -3.448 -1.491 1.661
H -2.960 -3.189 1.623
H -4.371 -2.638 0.689
H -1.170 -1.561 2.232
H 1.262 -1.450 2.552
H 4.964 -2.003 0.364
H 4.240 0.369 1.703
H 2.308 1.805 1.714
H 2.149 0.593 0.468
H 0.734 3.241 -1.504
H 0.898 1.471 -1.341
H -1.187 1.674 -1.986
H -3.431 0.783 -2.040
H -5.766 0.663 -1.911
H -6.680 -0.556 -1.004
H -5.030 -0.909 -1.569

Output
Spin multiplicity: 1
ΔE to the lowest compared entry with this formula, charge and spin in eV: 0.000
Calculated total energy in a.u.: -1194.1944
Molecular weight in g mol⁻¹: 368.5